A 2-piece molecular cluster, C3H8NS2 overall. Source: the OMol25 dataset; level of theory: the ωB97M-V functional and the def2-TZVPD basis.

Structure (XYZ):
```
14
Properties=species:S:1:pos:R:3:forces:R:3
C 0.44286 -0.94189 1.16891 1.332 -1.240 0.307
C 0.78960 0.23827 0.63349 -0.908 1.142 2.620
C -1.15264 -0.33949 -1.33872 0.208 -2.965 -0.207
N 0.81136 0.43735 -0.67446 -1.089 1.857 -0.161
S 0.61005 1.72359 1.63930 0.352 0.173 -0.439
S -1.68336 -1.35932 -0.10069 0.444 0.871 -1.309
H 0.34392 -0.95085 2.25258 0.000 -0.570 -0.235
H 0.59456 -1.87342 0.57731 0.130 0.841 1.039
H -0.81281 -0.83314 -2.27741 -0.390 0.369 0.890
H -1.56360 0.59296 -1.41261 -0.792 2.306 -0.141
H 1.15020 1.34509 -0.92185 -0.138 0.509 -0.736
H 1.17769 -0.25847 -1.19509 1.768 -2.668 -2.125
H 1.33029 2.63345 0.88297 -0.428 -0.892 0.414
H -2.03811 -0.41413 0.76626 -0.487 0.266 0.082
```
Positions in Å, forces in eV/Å.

Summary:
* LUMO level: -4.88 eV
* HOMO energy: -0.477 hartree
* net charge: +1
* spin multiplicity: 1
* gap between HOMO and LUMO: 8.098 eV


A 2-piece molecular cluster, C3H8O overall. Source: the OMol25 dataset; level of theory: the ωB97M-V functional and the def2-TZVPD basis.

Structure (XYZ):
```
12
Properties=species:S:1:pos:R:3:forces:R:3
C 0.68403 -0.04014 0.66438 5.046 2.739 -5.623
C -0.29162 0.99403 0.25222 -3.266 -4.451 8.171
O -1.31878 0.41488 0.68387 -2.969 3.378 -2.848
H 0.48019 -1.07994 0.39116 -0.355 0.572 0.759
H 1.28664 0.27772 1.52555 -0.056 -0.413 -0.480
H 1.17648 0.43880 -0.36949 1.861 -2.090 1.697
H -0.08711 2.04742 0.52773 -0.256 0.256 -1.682
C 0.08479 0.90754 4.05762 0.018 -0.057 -0.091
H -0.51957 0.11200 3.60336 0.142 0.245 0.130
H -0.30290 1.14231 5.05626 0.131 -0.056 -0.291
H 0.03692 1.80167 3.42249 -0.020 -0.224 0.213
H 1.12714 0.57241 4.13226 -0.277 0.100 0.044
```
Positions in Å, forces in eV/Å.

Summary:
* LUMO level: 0.00 eV
* HOMO energy: -0.321 hartree
* structure (SMILES): CC=O.C
* spin multiplicity: 1
* gap between HOMO and LUMO: 8.739 eV


A 2-piece molecular cluster, C3H8O2 overall. Source: the OMol25 dataset; level of theory: the ωB97M-V functional and the def2-TZVPD basis.

Structure (XYZ):
```
13
Properties=species:S:1:pos:R:3:forces:R:3
C -1.21910 0.97786 -0.68154 1.848 1.882 0.300
C -1.57489 0.22268 0.58842 0.557 -0.809 -0.688
H -1.77794 0.92253 -1.57808 -0.767 -1.500 -0.919
H -0.11376 0.81395 -0.93464 -1.490 0.239 0.194
H -1.40074 2.09751 -0.60558 0.672 -0.756 0.796
H -1.47770 -0.87349 0.49915 0.740 0.442 -0.105
H -0.99630 0.60167 1.42637 0.202 -0.197 0.023
H -2.58713 0.28522 0.84804 -1.780 0.698 0.380
O 1.56366 -1.85030 0.92674 0.837 1.335 0.024
C 2.04335 -1.29364 -0.09058 -2.274 -3.539 0.515
O 2.86932 -0.26488 -0.11842 1.072 1.219 -0.286
H 1.73726 -1.82736 -1.02489 0.738 1.324 -0.259
H 2.93394 0.18825 0.74503 -0.357 -0.338 0.022
```
Positions in Å, forces in eV/Å.

Summary:
* expectation value of S²: 0.751
* LUMO level (alpha / beta): 4.01 / 4.14 eV
* HOMO energy (alpha / beta): 0.060 / -0.197 hartree
* net charge: -1
* spin multiplicity: 2
* gap between HOMO and LUMO (alpha / beta): 2.379 / 9.502 eV


A 2-piece molecular cluster, C3H8O2 overall. Source: the OMol25 dataset; level of theory: the ωB97M-V functional and the def2-TZVPD basis.

Structure (XYZ):
```
13
Properties=species:S:1:pos:R:3:forces:R:3
C 2.01707 -1.49844 1.45246 -0.594 -1.407 -0.885
C 1.85170 -0.65047 0.43582 1.743 -1.110 0.562
C 0.78924 -0.47210 -0.58084 -1.124 3.451 -0.095
O -0.48597 -0.04795 -0.01601 0.358 -1.131 0.127
H 2.98507 -1.89770 1.75135 0.202 1.225 0.446
H 1.25702 -2.19057 1.79196 -0.536 0.223 -0.106
H 2.76552 -0.09872 0.21360 -0.109 -0.022 -0.299
H 0.67323 -1.18756 -1.38809 0.021 -0.853 0.491
H 1.10193 0.44712 -1.11345 0.253 -0.500 -0.166
H -0.77565 0.70073 -0.53277 -0.207 0.108 -0.059
O -4.22505 1.93937 -0.58821 -0.168 -0.115 0.206
H -3.62234 2.17854 -1.28208 0.439 -0.133 -0.689
H -4.33177 2.77776 -0.14373 -0.279 0.264 0.466
```
Positions in Å, forces in eV/Å.

Summary:
* LUMO level: 0.54 eV
* HOMO energy: -0.361 hartree
* structure (SMILES): C=CCO.O
* spin multiplicity: 1
* gap between HOMO and LUMO: 10.355 eV


C3H8O2 as an isolated structure. Source: the OMol25 dataset; level of theory: the ωB97M-V functional and the def2-TZVPD basis.

Structure (XYZ):
```
13
Properties=species:S:1:pos:R:3:forces:R:3
C -1.74162 0.01516 0.04613 0.490 0.870 1.829
C 0.58383 -0.79994 -0.02604 -1.216 -0.332 -3.312
C 1.60919 0.24490 -0.32184 0.235 0.106 0.392
O -0.87649 -0.27582 -0.95295 2.466 -1.101 1.918
O -0.96868 0.74643 1.07037 -1.401 0.319 -0.413
H -0.79613 1.61123 0.66582 0.006 -0.241 0.255
H -2.11743 -0.86739 0.58741 -0.001 0.158 -0.120
H -2.58053 0.65778 -0.26112 0.196 -0.268 -0.318
H 0.57522 -1.15931 0.99958 -1.099 0.644 0.104
H 0.63771 -1.67423 -0.66645 0.498 -0.002 -0.089
H 1.46854 0.67803 -1.31112 0.066 -0.135 0.040
H 1.60320 1.04093 0.42636 -0.132 -0.037 -0.118
H 2.60318 -0.21777 -0.25615 -0.107 0.018 -0.169
```
Positions in Å, forces in eV/Å.

Summary:
* LUMO level: 1.02 eV
* HOMO energy: -0.363 hartree
* spin multiplicity: 1
* gap between HOMO and LUMO: 10.905 eV


A 2-piece molecular cluster, C3H8O2 overall. Source: the OMol25 dataset; level of theory: the ωB97M-V functional and the def2-TZVPD basis.

Structure (XYZ):
```
13
Properties=species:S:1:pos:R:3:forces:R:3
C -0.93729 -2.07127 0.81439 -0.592 0.692 0.244
O -2.12916 -1.91930 0.73652 -0.099 -0.422 -0.239
H -0.36738 -1.21881 1.21575 0.575 -0.372 -0.063
H -0.45159 -3.00602 0.48458 0.131 0.079 0.070
C 2.07098 1.01801 -0.85436 -0.139 -1.106 1.108
C 0.83043 1.78263 -0.45735 -1.192 -0.182 -2.213
O -0.21529 0.91791 -0.02099 -0.065 -0.417 1.401
H 2.78782 1.56574 -1.45681 0.043 0.120 0.080
H 1.78756 0.07906 -1.33731 -0.061 0.290 -0.482
H 2.50632 0.64496 0.08307 0.455 0.311 -0.227
H 1.04534 2.54693 0.27893 -0.242 -0.105 0.402
H 0.39205 2.27025 -1.33668 0.499 0.478 0.007
H -0.77346 0.51111 -0.70206 0.688 0.632 -0.088
```
Positions in Å, forces in eV/Å.

Summary:
* LUMO level: 0.91 eV
* HOMO energy: -0.365 hartree
* structure (SMILES): C=O.CCO
* spin multiplicity: 1
* gap between HOMO and LUMO: 10.832 eV